Entry 1:
Here is C37H34BrF4N8O3S2Sn as an isolated structure in a non-equilibrium geometry from the OMol25 dataset. Energies are from ωB97M-V/def2-TZVPD.

The calculation puts the highest occupied orbital energy at -4.9 eV. As for the charge: -1. The orbital gap is 6.695 eV.

Last column: Löwdin charge in e.
Positions of all 90 atoms, in Å:
Sn  -0.9192  1.3124  -0.0441  1.032
C  -1.3606  -0.5607  3.3706  -0.072
C  -2.0138  0.8218  3.3116  -0.232
N  -2.6109  1.0460  1.9897  -0.265
C  -3.4574  -0.0884  1.6035  -0.299
C  -4.5443  -0.5405  2.5745  -0.067
C  -3.3193  2.3443  1.9536  -0.186
C  -3.5739  2.8074  0.5057  -0.212
N  -2.3120  2.9632  -0.2749  -0.224
C  -2.1535  4.1244  -0.9909  -0.222
C  -1.9892  4.0376  -2.3546  -0.215
F  -1.9641  2.8385  -2.9130  0.047
C  -1.7710  5.1362  -3.1414  -0.209
F  -1.4639  4.8872  -4.4405  0.066
C  -1.5417  6.3935  -2.5799  0.079
C  -1.7902  6.5038  -1.1505  -0.190
F  -1.4740  7.6610  -0.5308  0.064
C  -2.1251  5.4028  -0.3959  -0.193
F  -2.1340  5.4770  0.9160  0.117
H  -0.6082  -0.6205  4.1516  0.061
H  -0.7718  -0.7290  2.5050  0.038
H  -2.0809  -1.3582  3.5001  0.070
H  -1.2693  1.5002  3.5013  0.088
H  -2.7733  0.9435  4.1152  0.127
H  -2.7985  -0.9628  1.3760  0.107
H  -3.9484  0.1316  0.6517  0.065
H  -4.1574  -0.7094  3.5504  0.053
H  -4.9290  -1.4821  2.1760  0.088
H  -5.3279  0.1422  2.5232  0.045
H  -2.6888  3.0621  2.4434  0.113
H  -4.2803  2.2106  2.4900  0.123
H  -4.1790  3.7658  0.5943  0.135
H  -4.1412  1.9931  -0.0441  0.103
H  -1.3388  7.2822  -3.1617  0.116
S  -2.3286  -0.0109  -1.6233  0.521
C  -1.7644  -1.6739  -1.4329  -0.735
N  -2.5664  -2.5784  -1.9312  0.011
N  -2.1864  -3.7926  -2.0273  -0.021
C  -2.8742  -4.8239  -2.6339  -0.226
C  -4.1903  -4.6945  -3.0947  -0.044
C  -4.8093  -5.7521  -3.7021  -0.111
C  -4.1882  -6.9897  -3.9247  -0.117
C  -2.8882  -7.1096  -3.4768  -0.124
C  -2.2431  -6.0601  -2.8460  -0.047
N  -0.4527  -2.1142  -1.1324  0.028
N  0.3483  -1.1997  -1.0642  -0.001
C  1.7543  -1.5979  -0.9353  -0.241
C  2.6189  -0.5031  -0.8209  0.008
C  4.0179  -0.7899  -0.5718  -0.046
C  4.4331  -2.0957  -0.4220  -0.111
C  3.5833  -3.1645  -0.6034  -0.090
C  2.2391  -2.9001  -0.8696  -0.042
H  -1.2387  -3.9882  -1.7275  0.125
H  -4.6227  -3.7048  -2.9989  0.105
H  -5.8391  -5.5596  -4.0787  0.110
H  -4.6573  -7.7549  -4.5256  0.090
H  -2.3128  -8.0386  -3.6601  0.108
H  -1.1887  -6.2142  -2.5773  0.109
H  2.1765  0.4667  -0.8347  0.065
H  4.6530  0.0367  -0.4021  0.085
H  5.5243  -2.2744  -0.2692  0.116
H  3.9271  -4.2037  -0.6278  0.104
H  1.5098  -3.7461  -1.0325  0.115
O  3.6272  2.5482  2.1472  -0.020
C  3.4075  1.3923  2.5398  -0.562
N  2.1985  0.8608  2.6848  -0.046
S  2.2637  -0.6869  3.1757  0.587
O  1.7221  -0.7874  4.5144  -0.342
O  1.7696  -1.6595  2.2607  -0.308
C  4.0751  -0.8104  3.2428  -0.199
C  4.9375  -1.8643  3.4276  -0.048
C  6.2973  -1.6740  3.1213  -0.108
C  6.8144  -0.4501  2.7958  -0.100
C  5.9246  0.5991  2.6770  -0.032
C  4.5575  0.4361  2.8505  -0.132
H  4.6506  -2.8950  3.6231  0.114
H  7.0064  -2.5174  3.2603  0.107
H  7.8646  -0.2781  2.5822  0.101
H  6.2331  1.5404  2.2866  0.103
Br  0.7758  1.2021  -4.0131  0.745
C  1.7152  2.2595  -2.7437  -0.760
C  3.1261  2.3469  -2.7054  -0.109
C  3.7641  3.0233  -1.6447  -0.066
C  2.9697  3.6174  -0.7016  -0.065
C  1.5918  3.4792  -0.7703  -0.152
N  1.0184  2.8215  -1.7800  -0.020
H  3.7638  1.7163  -3.3776  0.113
H  4.8659  2.9534  -1.6106  0.119
H  3.3797  3.9649  0.2144  0.084
H  1.0565  3.9572  0.0087  0.100

Entry 2:
Here is C37H34Cl2MoN3O7S2Sb2 as an isolated structure in a non-equilibrium geometry from the OMol25 dataset. Energies are from ωB97M-V/def2-TZVPD.

The calculation puts the highest occupied orbital energy (spin up / spin down) at -8.6 / -8.6 eV. The expectation value of S² is 2.066. As for the charge: +1. Its multiplicity is 3. The orbital gap (spin up / spin down) is 2.916 / 3.104 eV.

Last column: Mulliken spin population.
Positions of all 88 atoms, in Å:
Mo  -0.0990  0.5029  0.4374  2.202
O  -0.8562  3.9432  1.3952  0.004
S  0.1706  3.1786  0.7794  0.019
O  1.3493  3.8423  0.3086  0.002
O  0.5837  1.9614  1.6739  -0.015
O  -0.4218  2.2958  -0.3867  0.055
C  1.3252  1.4969  -3.1463  0.005
C  2.8399  1.6388  -2.9571  -0.006
C  3.2799  2.0667  -1.5569  0.005
Sb  2.7293  0.7975  0.0712  -0.118
C  3.7089  1.6120  1.7369  -0.008
C  4.0595  0.7613  2.7809  -0.003
C  4.7413  1.2658  3.8775  0.000
C  5.0725  2.6133  3.9254  -0.003
C  4.7211  3.4574  2.8820  0.001
C  4.0329  2.9623  1.7833  -0.006
C  3.8057  -0.9862  -0.2659  -0.034
C  3.5024  -2.1107  0.5007  0.032
C  4.2394  -3.2772  0.3600  0.001
C  5.2740  -3.3312  -0.5629  -0.001
C  5.5775  -2.2188  -1.3349  -0.001
C  4.8535  -1.0444  -1.1802  -0.005
Sb  0.5333  -0.2647  -2.2430  -0.153
C  -1.2767  -0.6251  -3.2553  -0.024
C  -2.1275  0.4473  -3.5180  0.014
C  -3.3522  0.2184  -4.1297  0.000
C  -3.7259  -1.0747  -4.4711  -0.003
C  -2.8765  -2.1419  -4.2099  0.001
C  -1.6502  -1.9221  -3.5982  0.001
C  1.7776  -1.7926  -2.9652  -0.012
C  1.9176  -2.9881  -2.2678  0.002
C  2.6525  -4.0276  -2.8195  0.001
C  3.2454  -3.8727  -4.0644  -0.001
C  3.0994  -2.6832  -4.7654  0.000
C  2.3593  -1.6437  -4.2215  0.001
H  1.0593  1.4586  -4.2025  -0.002
H  0.7891  2.3291  -2.6871  0.003
H  3.1880  2.4087  -3.6510  0.002
H  3.3508  0.7180  -3.2468  0.001
H  2.8540  3.0341  -1.2919  0.003
H  4.3668  2.1489  -1.5026  -0.002
H  3.8246  -0.2964  2.7412  -0.001
H  5.0194  0.6073  4.6896  0.000
H  5.6065  3.0065  4.7801  0.000
H  4.9760  4.5079  2.9229  0.000
H  3.7353  3.6347  0.9896  0.000
H  2.6911  -2.0821  1.2209  0.007
H  4.0087  -4.1415  0.9696  0.000
H  5.8492  -4.2407  -0.6775  0.000
H  6.3876  -2.2605  -2.0512  0.000
H  5.1161  -0.1783  -1.7765  0.000
H  -1.8447  1.4605  -3.2513  0.000
H  -4.0135  1.0486  -4.3389  0.000
H  -4.6824  -1.2513  -4.9444  0.000
H  -3.1677  -3.1468  -4.4855  0.000
H  -0.9852  -2.7577  -3.4088  -0.001
H  1.4687  -3.1116  -1.2885  0.012
H  2.7632  -4.9566  -2.2757  0.000
H  3.8195  -4.6838  -4.4927  0.000
H  3.5535  -2.5671  -5.7406  0.000
H  2.2326  -0.7292  -4.7893  0.000
Cl  -0.1243  -1.7740  1.8065  -0.002
C  -1.8078  -2.1073  1.2948  0.014
Cl  -2.0310  -1.3029  -0.2699  -0.007
H  -2.4822  -1.6720  2.0246  0.003
H  -1.9424  -3.1763  1.1766  0.000
O  -8.6688  0.5136  1.1839  0.000
S  -8.8597  -0.1712  2.4508  0.000
O  -10.1525  0.0300  3.0578  0.000
O  -8.3978  -1.5512  2.4362  0.000
C  -7.6599  0.6079  3.5509  -0.001
N  -7.9963  0.8980  4.8038  0.002
C  -7.0310  1.3986  5.5697  -0.001
C  -5.7336  1.5886  5.1159  0.002
C  -5.5040  1.2476  3.7954  0.001
N  -6.4600  0.7754  3.0065  0.001
C  -4.1921  1.3096  3.1152  0.002
C  -2.9866  1.0464  3.7622  -0.009
C  -1.8459  0.8921  3.0069  0.028
N  -1.8592  0.9978  1.6687  -0.064
C  -2.9939  1.3817  1.0570  0.038
C  -4.1751  1.5257  1.7388  -0.003
H  -7.3059  1.6534  6.5869  0.000
H  -4.9668  2.0009  5.7575  0.000
H  -2.9406  0.9049  4.8331  0.000
H  -0.8912  0.6676  3.4646  0.012
H  -2.9321  1.5418  -0.0116  0.007
H  -5.0914  1.7574  1.2141  0.000

Looking at energy above the lowest of the compared OMol25 structures with the same formula, charge and spin for the records above, in order, we have 0.8933 0.1363 eV.